[1]
Computed, not measured: a structure of composition C29H48NP3PtS2 in a non-equilibrium geometry, with wB97M-V/def2-TZVPD.

Each line ends with the Mulliken charge.
Atoms and positions in Å:
Pt1 -0.897 0.461 -0.758  1.2865
P1 -2.603 2.118 -0.769  0.6175
P2 -1.995 -1.530 -0.197  0.4932
P3 1.140 1.487 -1.449  0.3432
H1 1.407 -4.622 -1.964  0.3547
C1 2.324 -4.030 -1.883  -0.7152
C2 2.738 -3.551 -0.697  -0.5554
H2 2.258 -3.856 0.237  0.2006
C3 -3.759 2.115 -2.174  -1.3060
C4 -3.674 2.051 0.705  -1.1403
C5 -1.880 3.788 -0.748  -1.1647
C6 -0.880 -2.952 -0.327  -0.5685
C7 -2.618 -1.620 1.514  -0.7417
C8 -3.435 -1.877 -1.250  -1.2598
C9 2.411 0.189 -1.438  -0.5304
C10 1.804 2.826 -0.391  -1.0767
C11 1.218 2.252 -3.102  -0.9724
H3 2.928 -3.915 -2.788  0.4690
H4 3.609 -2.891 -0.623  0.3629
H5 -4.451 2.960 -2.049  0.5510
H6 -4.335 1.181 -2.196  0.3577
H7 -3.216 2.225 -3.121  0.4650
H8 -4.498 2.767 0.581  0.5103
H9 -3.096 2.323 1.598  0.3489
H10 -4.093 1.044 0.835  0.2711
H11 -2.649 4.512 -1.052  0.5394
H12 -1.031 3.855 -1.441  0.2316
H13 -1.542 4.033 0.268  0.3898
H14 -1.462 -3.881 -0.261  0.6217
H15 -0.152 -2.925 0.494  -0.0892
H16 -0.335 -2.934 -1.276  -0.1174
H17 -3.310 -2.470 1.594  0.5745
H18 -3.152 -0.702 1.790  0.2496
H19 -1.780 -1.780 2.207  -0.0911
H20 -3.902 -2.807 -0.896  0.5589
H21 -3.121 -1.995 -2.294  0.4155
H22 -4.164 -1.059 -1.182  0.3058
H23 3.405 0.654 -1.450  0.6282
H24 2.296 -0.455 -2.317  0.1565
H25 2.305 -0.431 -0.539  -0.1631
H26 2.620 3.320 -0.936  0.6093
H27 2.193 2.421 0.552  0.2108
H28 1.024 3.568 -0.176  0.3539
H29 1.403 1.492 -3.869  0.3300
H30 2.037 2.986 -3.104  0.5849
H31 0.275 2.761 -3.333  0.3275
C12 -0.147 -0.568 -4.161  0.4638
C13 -0.106 -0.033 -5.473  -0.5734
C14 0.845 -0.485 -6.377  -0.5752
C15 1.736 -1.499 -6.009  -0.6808
C16 1.659 -2.074 -4.736  -0.2957
C17 0.719 -1.622 -3.815  0.6504
S1 -1.307 0.092 -3.051  -0.0630
H32 -0.969 0.653 1.906  0.1641
H33 -0.823 0.746 -5.732  0.5058
H34 0.885 -0.038 -7.370  0.4582
H35 2.492 -1.845 -6.715  0.4783
H36 2.335 -2.878 -4.448  0.2261
H37 0.644 -2.062 -2.822  -0.2105
N1 -0.322 0.963 1.182  -0.6508
S2 1.552 0.301 2.378  0.1980
C18 1.546 1.533 3.640  0.8031
C19 2.795 2.059 4.029  -0.5717
C20 2.854 3.079 4.976  -0.7443
C21 1.673 3.588 5.534  -0.4820
C22 0.434 3.079 5.137  -0.8569
C23 0.366 2.049 4.192  -0.1414
C24 1.033 -1.190 3.181  0.9293
C25 0.197 -1.220 4.299  -0.5016
C26 -0.267 -2.447 4.783  -0.7233
C27 0.126 -3.639 4.172  -0.6160
C28 1.008 -3.615 3.086  -0.3961
C29 1.479 -2.397 2.604  -0.8717
H38 -0.226 1.973 1.338  0.2815
H39 3.693 1.642 3.572  0.4441
H40 3.822 3.478 5.277  0.4426
H41 1.722 4.386 6.278  0.4466
H42 -0.490 3.476 5.559  0.4385
H43 -0.597 1.640 3.885  0.3321
H44 -0.080 -0.287 4.780  0.4925
H45 -0.933 -2.464 5.646  0.4703
H46 -0.248 -4.594 4.545  0.4608
H47 1.335 -4.546 2.618  0.4990
H48 2.200 -2.342 1.787  0.5419

Forces on the atoms, in the same order (eV/Å):
Pt 0.51 0.78 0.19
P -1.46 1.21 -0.01
P -0.43 -2.22 0.58
P 2.39 0.26 -0.41
H 0.50 -0.11 0.02
C 0.16 0.18 0.74
C -0.17 -0.14 -0.76
H -0.01 0.25 -0.37
C 0.24 -0.23 -0.11
C 0.25 -0.22 0.14
C 0.32 -0.09 0.07
C 0.25 0.17 -0.17
C 0.27 0.63 0.09
C 0.18 0.51 -0.29
C -0.28 -0.21 0.10
C -0.66 -0.20 0.59
C -0.56 -0.10 -0.17
H -0.28 0.14 0.36
H -0.08 -0.51 0.04
H 0.17 -0.18 0.03
H 0.09 0.22 -0.05
H -0.21 0.01 0.21
H 0.20 -0.15 -0.02
H -0.18 -0.08 -0.19
H -0.01 0.31 -0.05
H 0.15 -0.16 0.07
H -0.27 0.11 0.10
H -0.06 -0.01 -0.23
H 0.00 0.20 0.01
H -0.17 0.04 -0.16
H -0.17 -0.11 0.22
H 0.14 0.14 -0.17
H 0.05 -0.29 0.02
H -0.13 0.06 -0.12
H 0.14 0.16 0.03
H -0.14 -0.03 0.24
H 0.08 -0.24 -0.02
H -0.16 0.02 0.00
H 0.06 0.18 0.22
H 0.12 0.15 -0.14
H -0.21 -0.24 0.02
H -0.12 0.11 -0.21
H 0.28 -0.06 -0.03
H -0.04 0.18 0.21
H -0.20 -0.22 0.10
H 0.24 0.01 -0.07
C -0.17 -0.18 0.90
C 0.05 0.18 -0.81
C -0.88 0.76 0.10
C 0.23 0.04 -0.43
C -0.52 -0.23 1.41
C 0.97 -0.69 -0.30
S -0.28 0.14 -1.01
H -0.12 -0.13 -0.17
H 0.24 -0.15 -0.12
H 0.03 -0.17 0.23
H -0.21 0.06 0.13
H -0.20 0.23 -0.22
H 0.21 0.03 -0.30
N -1.24 0.48 -0.77
S 1.37 -1.12 1.63
C 0.07 0.82 0.29
C -0.18 -0.19 -0.36
C -0.20 -0.10 -0.01
C 0.15 -0.12 -0.13
C -0.07 -0.32 -0.24
C 0.05 0.23 0.07
C 0.10 -0.23 -0.26
C -0.31 -0.06 0.12
C 0.11 0.35 -0.02
C -0.05 -0.08 -0.08
C 0.15 0.18 -0.13
C -0.17 0.21 -0.26
H -0.09 -0.23 -0.14
H -0.07 0.23 0.25
H -0.26 -0.13 -0.06
H -0.02 -0.26 -0.26
H 0.30 -0.10 -0.07
H 0.11 0.22 0.17
H -0.04 -0.30 0.07
H 0.23 -0.01 -0.20
H 0.14 0.29 -0.07
H -0.02 0.25 0.25
H -0.19 -0.16 0.18

net charge = +4
2S+1 = 5
E_HOMO (alpha / beta) = -18.21 / -18.89 eV
energy relative to the best compared isomer or geometry (same formula, charge and spin) = 0.0 kcal/mol
orbital gap (alpha / beta) = 6.29 / 2.96 eV

[2]
Computed, not measured: a structure of composition C29H49BiNP2 in a non-equilibrium geometry, with wB97M-V/def2-TZVPD.

Each line ends with the Mulliken charge.
Atoms and positions in Å:
Bi1 -1.627 -4.273 -0.063  0.6871
C1 1.052 2.166 -0.089  0.4860
C2 0.129 2.247 -1.170  0.7579
C3 -1.041 1.630 0.711  1.1133
C4 0.326 1.774 1.070  0.6885
C5 -1.162 1.893 -0.681  -0.0297
C6 2.500 2.441 -0.203  -1.1814
H1 2.950 1.785 -0.962  -0.0716
H2 2.997 2.250 0.754  0.2940
H3 2.694 3.485 -0.502  0.3810
C7 0.882 1.533 2.422  -1.6268
H4 1.965 1.696 2.439  0.3672
H5 0.669 0.502 2.754  0.2076
H6 0.430 2.226 3.148  0.3716
C8 -2.138 1.215 1.618  -1.4848
H7 -1.862 1.414 2.662  0.4784
H8 -2.352 0.138 1.519  0.2969
H9 -3.064 1.769 1.407  0.2898
C9 -2.394 1.827 -1.496  -1.3696
H10 -2.707 2.831 -1.820  0.3508
H11 -3.213 1.377 -0.920  0.3781
H12 -2.227 1.230 -2.406  0.1077
C10 0.456 2.620 -2.560  -1.4401
H13 -0.395 3.120 -3.044  0.4074
H14 0.711 1.726 -3.153  -0.0009
H15 1.321 3.295 -2.589  0.3997
C11 2.378 -0.882 -1.573  -0.2128
C12 3.054 -0.254 -2.545  -1.1305
C13 2.994 -0.521 -4.020  -0.8407
C14 1.841 -1.381 -4.537  -0.6850
C15 0.516 -0.694 -4.435  -0.4561
C16 -0.337 -0.685 -3.405  -0.0951
C17 -0.128 -1.275 -2.027  2.5929
C18 1.263 -1.894 -1.716  -0.5971
H16 3.947 -0.987 -4.301  0.5512
H17 1.863 -2.369 -4.081  -0.2421
H18 3.035 0.447 -4.544  0.3379
H19 1.490 -2.649 -2.474  -0.0994
H20 2.630 -0.712 -0.520  0.3442
H21 3.763 0.527 -2.253  0.6319
H22 1.173 -2.442 -0.759  0.4738
H23 -0.324 -0.482 -1.281  -1.1115
H24 -1.328 -0.223 -3.528  0.2347
H25 -0.915 -2.030 -1.797  -0.9393
H26 2.063 -1.567 -5.590  0.5534
H27 0.227 -0.213 -5.374  0.3239
P1 -0.338 -5.210 -2.202  0.7122
C19 0.894 -6.570 -2.191  -1.2223
C20 0.005 -4.530 -3.901  -1.5655
P2 -3.145 -4.897 -1.982  0.3156
C21 -1.916 -6.124 -2.618  -1.1564
C22 -3.160 -3.572 -3.266  -0.6484
C23 -4.712 -5.739 -2.238  -1.1028
H28 0.665 -7.323 -1.425  0.3873
H29 1.895 -6.145 -2.016  0.3744
H30 0.860 -7.040 -3.186  0.4234
H31 -0.250 -5.340 -4.606  0.7154
H32 1.073 -4.299 -4.013  0.4328
H33 -0.557 -3.634 -4.193  0.2017
H34 -4.574 -6.402 -3.103  0.3712
H35 -5.496 -4.999 -2.424  0.3868
H36 -4.960 -6.320 -1.346  0.3607
H37 -1.961 -7.112 -2.111  0.4369
H38 -2.022 -6.252 -3.709  0.5386
H39 -4.172 -3.154 -3.277  0.5064
H40 -2.916 -3.995 -4.245  0.3566
H41 -2.481 -2.740 -3.058  -0.2564
C24 0.307 -5.230 2.810  -0.9146
C25 -0.232 -3.954 3.311  0.5851
C26 0.375 -3.272 4.411  -0.7164
C27 -0.503 -2.250 4.772  -0.6430
C28 -1.612 -2.336 3.861  0.6538
C29 -2.827 -1.503 3.948  -0.9539
N1 -1.410 -3.347 2.956  -0.3332
H42 0.139 -6.018 3.566  0.3127
H43 1.394 -5.144 2.675  0.3193
H44 -0.112 -5.548 1.848  0.0350
H45 1.289 -3.632 4.866  0.4509
H46 -0.395 -1.489 5.533  0.4583
H47 -3.670 -1.979 3.440  0.2703
H48 -3.106 -1.315 4.996  0.3883
H49 -2.666 -0.514 3.500  0.0269

Forces on the atoms, in the same order (eV/Å):
Bi 0.47 0.52 1.30
C -0.91 -0.57 1.72
C -0.01 -0.15 0.57
C -1.53 0.17 -2.99
C 2.64 0.77 -1.61
C -0.12 -0.41 2.26
C 0.50 0.09 -0.08
H -0.01 0.31 0.28
H 0.07 0.14 -0.26
H 0.05 -0.29 0.15
C 0.07 0.05 0.27
H -0.27 -0.12 0.08
H 0.08 0.29 0.02
H 0.10 -0.24 -0.04
C -0.25 0.03 0.27
H -0.13 -0.09 -0.18
H 0.02 0.27 0.02
H 0.20 -0.22 0.06
C -0.41 0.11 -0.27
H -0.09 -0.26 0.01
H 0.11 0.11 -0.25
H -0.22 0.16 0.22
C 0.08 0.26 -0.30
H 0.23 -0.17 0.04
H -0.07 0.24 0.14
H -0.16 -0.14 -0.04
C 0.17 -0.04 0.03
C -0.27 -0.30 0.55
C 0.44 0.35 0.04
C 0.68 0.14 -0.35
C -0.80 -0.33 -0.23
C 0.05 -0.36 0.09
C 0.09 0.01 0.33
C -0.47 -0.34 0.00
H -0.05 -0.09 0.05
H 0.03 0.30 -0.13
H -0.28 -0.18 0.01
H -0.04 0.07 0.47
H -0.06 0.50 -0.45
H -0.04 -0.46 -0.08
H 0.00 0.25 -0.26
H 0.08 -0.13 -0.23
H 0.57 0.02 -0.10
H 0.45 0.39 -0.32
H -0.17 0.06 -0.08
H -0.17 0.06 0.38
P -0.32 -1.18 -1.17
C 0.19 0.20 0.13
C 0.18 0.17 -0.03
P 0.27 -0.35 -1.54
C 0.15 0.38 -0.10
C -0.27 -0.08 0.02
C -0.40 0.01 0.39
H 0.05 0.35 -0.15
H -0.28 -0.28 -0.06
H 0.10 0.12 0.31
H 0.19 0.27 0.27
H -0.28 -0.13 0.11
H 0.13 -0.20 0.38
H -0.24 0.18 0.19
H 0.03 -0.27 0.01
H -0.07 -0.04 -0.23
H -0.11 0.78 -0.12
H 0.01 -0.12 0.34
H 0.10 -0.06 -0.14
H -0.23 0.09 0.04
H 0.01 -0.33 0.12
C 0.30 -0.37 -0.53
C -1.23 1.10 0.31
C -0.82 1.14 0.86
C 1.41 -0.96 -0.33
C 0.75 -1.00 -0.55
C -0.46 0.11 -0.06
N 0.12 -0.32 0.19
H 0.00 0.22 -0.34
H -0.17 -0.03 0.14
H -0.05 -0.06 0.44
H -0.05 0.40 0.12
H 0.03 -0.21 0.06
H 0.15 0.09 0.02
H 0.16 -0.16 -0.26
H 0.02 -0.22 0.05

net charge = +1
2S+1 = 1
E_HOMO (alpha / beta) = -8.75 / -8.86 eV
orbital gap (alpha / beta) = 5.51 / 5.10 eV

Number 1: E_tot -3126.77458 hartree. Number 2: E_tot -2086.09349 hartree.